1.
{"formula": "C6H9N2O", "method": "ωB97M-V/def2-TZVPD", "elements": ["O", "N", "N", "C", "C", "C", "C", "C", "C", "H", "H", "H", "H", "H", "H", "H", "H", "H"], "xyz": [[-2.057, 1.688, 0.248], [1.845, 0.133, 1.203], [1.742, 0.661, -0.957], [2.489, 0.147, -0.088], [-0.291, -0.074, 0.088], [0.514, 0.858, -0.819], [0.572, -0.037, 1.248], [-1.818, 0.353, 0.130], [-0.377, -1.566, -0.403], [3.565, -0.173, -0.297], [-2.108, 0.031, -0.775], [-2.989, 1.761, 0.514], [-0.135, 1.696, -1.297], [-0.995, -1.474, -1.229], [-2.351, -0.295, 0.957], [0.631, -1.815, -0.814], [2.551, 0.206, 1.914], [-0.788, -2.098, 0.379]], "multiplicity": 1, "orbital_gap_ev": [7.3, 7.3], "charge": 1, "fmax_ev_per_a": 5.6, "e_lumo_ev": [-6.19, -6.19]}

2.
{"formula": "C42H45ClGe2N4O3Ta", "method": "ωB97M-V/def2-TZVPD", "elements": ["Ta", "Ge", "Ge", "Cl", "O", "O", "O", "N", "N", "N", "N", "C", "C", "C", "C", "C", "C", "C", "C", "C", "C", "C", "C", "C", "C", "C", "C", "C", "C", "C", "C", "C", "C", "C", "C", "C", "C", "C", "C", "C", "C", "C", "C", "C", "C", "C", "C", "C", "C", "C", "C", "C", "C", "H", "H", "H", "H", "H", "H", "H", "H", "H", "H", "H", "H", "H", "H", "H", "H", "H", "H", "H", "H", "H", "H", "H", "H", "H", "H", "H", "H", "H", "H", "H", "H", "H", "H", "H", "H", "H", "H", "H", "H", "H", "H", "H", "H", "H"], "xyz": [[1.231, -0.718, -0.802], [-3.963, -1.700, -1.133], [-2.644, -0.970, 0.952], [3.551, 7.655, -0.022], [-0.521, 0.174, -1.495], [1.297, 1.267, -1.550], [-0.302, 3.410, -0.244], [3.564, -1.561, -0.627], [2.054, -1.168, -2.700], [1.041, -2.707, -0.705], [1.915, -0.214, 1.055], [-3.747, -0.274, -2.497], [1.802, -4.884, -0.234], [2.696, 5.302, -1.153], [1.146, 6.591, 0.214], [-0.799, 2.669, -1.369], [-1.888, -2.171, 2.271], [-2.511, -3.420, 2.493], [2.825, -0.534, -5.305], [2.609, 1.660, 2.910], [3.350, -1.068, -3.010], [-3.525, -3.544, -1.733], [2.422, 6.430, -0.347], [2.070, -3.571, -0.589], [0.185, 5.633, 0.160], [0.043, 1.346, -1.622], [-0.126, -2.870, 3.803], [4.350, -1.120, -1.846], [1.722, 4.347, -1.281], [3.462, -3.033, -0.823], [-2.320, 1.155, 2.994], [-2.685, 0.817, 1.673], [-2.398, 2.468, 3.480], [-0.731, -4.107, 3.994], [3.196, -0.164, 1.453], [1.154, -0.966, -3.720], [0.468, -5.256, -0.037], [-0.703, -1.923, 2.975], [3.576, 0.818, 2.342], [-0.229, -3.082, -0.515], [3.749, -0.938, -4.346], [-3.244, 1.839, 0.908], [-0.599, -4.361, -0.196], [1.483, -0.514, -4.974], [0.547, 4.486, -0.534], [-2.930, 3.485, 2.658], [1.269, 1.557, 2.555], [-3.367, 3.127, 1.359], [0.981, 0.637, 1.600], [4.154, -1.119, 0.712], [-5.685, -1.573, -0.145], [-1.976, -4.336, 3.373], [-1.060, 5.689, 0.976], [4.383, -2.018, 1.284], [-3.630, 1.620, -0.084], [0.941, 7.543, 0.724], [0.503, 2.166, 2.983], [-3.604, -4.242, -0.893], [5.207, -1.766, -2.034], [3.128, -0.274, -6.316], [3.626, 5.316, -1.707], [0.243, -6.303, 0.213], [-4.365, -3.783, -2.404], [-2.609, -3.710, -2.306], [-5.813, -0.608, 0.299], [-1.115, 6.661, 1.426], [5.097, -0.589, 0.580], [2.881, 2.470, 3.607], [-6.493, -1.744, -0.838], [-4.180, 0.668, -2.148], [-3.779, 3.877, 0.703], [-3.431, -3.712, 2.018], [1.929, 3.458, -1.877], [2.610, -5.589, -0.158], [-0.960, 3.275, -2.263], [0.787, -2.595, 4.308], [0.690, -0.282, -5.694], [4.721, -0.110, -1.674], [-1.020, 4.937, 1.761], [-1.889, 0.391, 3.644], [-1.635, -4.660, -0.058], [-1.982, 5.506, 0.435], [-2.083, 2.598, 4.503], [0.118, -1.166, -3.460], [4.814, -0.992, -4.559], [-5.710, -2.303, 0.691], [-0.350, -4.837, 4.681], [-0.965, -2.328, -0.752], [3.651, -3.280, -1.895], [4.228, -3.583, -0.285], [-2.698, -0.108, -2.783], [-2.522, -5.239, 3.579], [-4.284, -0.615, -3.383], [4.602, 0.868, 2.639], [-1.732, 2.284, -1.014], [-0.243, -0.944, 2.951], [0.008, 0.555, 1.164], [-3.038, 4.491, 3.033]], "multiplicity": 2, "orbital_gap_ev": [3.8, 4.1], "charge": 4, "fmax_ev_per_a": 2.8, "e_lumo_ev": [-12.43, -12.22]}

3.
{"formula": "C22H23ClN6O", "method": "ωB97M-V/def2-TZVPD", "elements": ["Cl", "O", "N", "N", "N", "N", "N", "N", "C", "C", "C", "C", "C", "C", "C", "C", "C", "C", "C", "C", "C", "C", "C", "C", "C", "C", "C", "C", "C", "C", "H", "H", "H", "H", "H", "H", "H", "H", "H", "H", "H", "H", "H", "H", "H", "H", "H", "H", "H", "H", "H", "H", "H"], "xyz": [[2.337, -3.583, 0.236], [0.009, -0.945, -2.460], [-2.089, -2.759, 1.146], [-1.451, -2.296, 0.099], [3.229, -1.139, 0.845], [2.424, 0.123, -0.780], [-2.031, -1.207, -0.244], [-3.099, -1.998, 1.512], [6.312, 2.718, 2.190], [0.130, 1.354, 0.303], [-5.854, 2.145, 0.372], [-3.052, -1.008, 0.626], [0.495, 1.550, -1.024], [-3.989, 0.102, 0.578], [2.515, -1.908, -0.008], [-6.228, 0.919, 0.897], [-2.189, 1.566, -0.288], [-0.484, 1.869, -1.953], [-4.547, 2.359, -0.032], [3.841, 1.247, 0.980], [1.924, 1.298, -1.453], [5.157, 1.545, 0.247], [1.231, -1.603, -2.241], [-5.301, -0.101, 0.996], [3.149, 0.081, 0.370], [5.838, 2.819, 0.746], [-1.199, 1.360, 0.667], [-1.817, 1.883, -1.588], [-3.598, 1.352, 0.078], [1.993, -1.162, -1.034], [0.882, 1.138, 1.048], [5.149, 3.661, 0.647], [6.699, 3.022, 0.104], [5.828, 0.694, 0.377], [-6.581, 2.939, 0.283], [4.957, 1.646, -0.823], [1.086, -2.689, -2.153], [-5.581, -1.067, 1.388], [1.829, -1.407, -3.141], [6.959, 1.853, 2.318], [-4.248, 3.320, -0.422], [4.051, 0.990, 2.017], [5.472, 2.624, 2.873], [-2.579, 2.072, -2.329], [-1.479, 1.168, 1.694], [-0.595, -1.122, -1.723], [-0.208, 2.050, -2.980], [2.570, 2.145, -1.209], [6.873, 3.609, 2.465], [1.953, 1.130, -2.532], [3.200, 2.132, 0.961], [-7.244, 0.756, 1.223], [-1.831, -3.607, 1.630]], "multiplicity": 1, "smiles": "CCCCc1nc(Cl)c(CO)n1Cc1ccc(-c2ccccc2-c2nn[nH]n2)cc1", "orbital_gap_ev": 8.7, "fmax_ev_per_a": 1.2, "e_lumo_ev": 0.56}

4.
{"formula": "C3H11N2", "method": "ωB97M-V/def2-TZVPD", "elements": ["N", "N", "C", "C", "C", "H", "H", "H", "H", "H", "H", "H", "H", "H", "H", "H"], "xyz": [[0.210, -0.490, 0.222], [-0.198, 0.558, -1.829], [-1.271, -0.565, 0.322], [0.484, 0.732, -0.658], [0.923, -0.323, 1.465], [0.142, 1.487, -0.028], [0.367, 0.685, -2.667], [0.729, -1.257, 1.946], [-1.535, 0.236, 1.026], [1.474, 0.655, -0.800], [-1.679, -0.317, -0.576], [0.549, -1.333, -0.355], [0.469, 0.503, 1.999], [1.994, -0.145, 1.126], [-1.103, 1.049, -1.954], [-1.555, -1.476, 0.760]], "multiplicity": 1, "smiles": "C[NH+](C)CN", "orbital_gap_ev": 11.8, "charge": 1, "fmax_ev_per_a": 3.8, "e_lumo_ev": -3.05}

5.
{"formula": "C35H37GeIrNO6P2S2", "method": "ωB97M-V/def2-TZVPD", "elements": ["Ir", "Ge", "S", "S", "P", "P", "O", "O", "O", "O", "O", "O", "N", "C", "C", "C", "C", "C", "C", "C", "C", "C", "C", "C", "C", "C", "C", "C", "C", "C", "C", "C", "C", "C", "C", "C", "C", "C", "C", "C", "C", "C", "C", "C", "C", "C", "C", "C", "H", "H", "H", "H", "H", "H", "H", "H", "H", "H", "H", "H", "H", "H", "H", "H", "H", "H", "H", "H", "H", "H", "H", "H", "H", "H", "H", "H", "H", "H", "H", "H", "H", "H", "H", "H", "H"], "xyz": [[0.317, 1.273, 0.426], [2.487, -1.132, 1.882], [2.775, 2.647, 0.715], [-0.445, 4.125, -0.236], [-1.353, 0.347, -0.790], [0.050, -2.011, 0.078], [-1.399, 5.162, -0.570], [2.545, 1.755, -0.427], [1.761, 2.323, 1.768], [-0.283, 3.137, -1.298], [-0.660, 3.476, 1.063], [4.144, 2.659, 1.149], [-1.397, -1.284, -0.455], [2.358, -4.453, -2.268], [3.533, 6.422, -0.414], [2.318, 7.001, -0.710], [-3.972, 2.833, 1.213], [-1.165, -3.470, 3.575], [3.585, 5.103, 0.013], [-3.226, 2.241, 0.203], [2.604, 0.058, 3.410], [2.429, 4.335, 0.143], [-1.147, -5.346, 2.071], [1.724, -2.549, -3.575], [0.827, -2.822, -1.340], [1.175, 4.930, -0.177], [-2.565, -2.113, -0.764], [-3.614, 0.662, -4.792], [-0.705, -2.645, 2.568], [-0.702, -4.541, 1.046], [-1.580, 0.625, -3.524], [4.118, -1.089, 0.825], [-3.521, 0.958, 2.642], [-2.608, 1.004, 0.405], [-2.232, 0.662, -4.752], [-0.415, -3.166, 1.273], [1.058, -0.679, 0.576], [-3.687, 0.619, -2.380], [1.154, 6.257, -0.596], [0.924, -2.104, -2.529], [-1.375, -4.830, 3.355], [2.442, -3.728, -3.447], [-2.298, 0.595, -2.330], [-4.117, 2.196, 2.437], [-2.766, 0.370, 1.636], [2.457, -2.927, 2.663], [1.573, -3.995, -1.218], [-4.339, 0.648, -3.608], [0.194, 6.691, -0.835], [4.212, -0.125, 0.321], [-1.656, 0.696, -5.668], [-2.557, -3.003, -0.135], [1.796, -2.978, 3.530], [4.995, -1.244, 1.459], [-4.131, 0.680, -5.744], [4.077, -1.882, 0.071], [-1.729, -5.470, 4.153], [-0.604, -4.959, 0.055], [4.529, 4.642, 0.263], [4.450, 6.992, -0.503], [-4.411, 3.810, 1.049], [-1.368, -3.046, 4.553], [-0.537, -1.591, 2.767], [1.563, -4.544, -0.287], [2.148, -3.699, 1.954], [2.266, 8.034, -1.034], [-5.422, 0.659, -3.634], [-3.480, -1.558, -0.543], [-3.627, 0.454, 3.596], [1.802, -1.959, -4.479], [-4.264, 0.623, -1.467], [2.925, -5.368, -2.151], [0.396, -1.164, -2.632], [1.621, 0.461, 3.660], [1.696, -0.565, -0.318], [-4.673, 2.672, 3.236], [-2.300, -0.592, 1.801], [3.256, 0.903, 3.197], [-1.344, -6.393, 1.873], [3.081, -4.069, -4.253], [3.481, -3.140, 2.990], [-0.497, 0.647, -3.495], [-3.086, 2.775, -0.730], [-2.589, -2.421, -1.813], [3.000, -0.509, 4.256]], "multiplicity": 1, "orbital_gap_ev": 4.3, "charge": -1, "fmax_ev_per_a": 4.8, "e_lumo_ev": 1.83}

6.
{"formula": "C12H13AgN5O3S2", "method": "ωB97M-V/def2-TZVPD", "elements": ["Ag", "S", "S", "O", "O", "O", "N", "N", "N", "N", "N", "C", "C", "C", "C", "C", "C", "C", "C", "C", "C", "C", "C", "H", "H", "H", "H", "H", "H", "H", "H", "H", "H", "H", "H", "H"], "xyz": [[0.032, -1.384, 1.970], [4.651, 0.346, 0.402], [0.656, 2.066, 5.234], [-1.997, 2.133, -2.219], [-0.945, 1.289, -0.398], [0.024, -1.397, -1.317], [2.231, -0.222, 1.189], [-1.609, -0.079, -2.252], [2.716, -0.927, -1.013], [0.569, 0.630, 3.066], [-1.549, 1.060, 3.992], [2.135, 1.795, 4.338], [4.140, 0.892, 1.943], [-1.690, -3.725, -1.827], [2.793, 0.576, 2.172], [-1.034, -1.332, -1.945], [1.904, 1.009, 3.208], [-1.737, -2.538, -2.478], [-1.434, 1.132, -1.490], [-2.435, 0.131, -3.454], [-0.214, 1.193, 3.961], [-2.569, 1.624, -3.476], [3.019, -0.351, 0.148], [1.723, -1.134, -1.215], [-1.197, -3.842, -0.854], [-2.049, 0.554, 3.261], [-3.405, -0.369, -3.281], [-2.164, -4.593, -2.293], [4.784, 1.416, 2.641], [-1.908, -0.294, -4.323], [-2.016, 2.069, -4.308], [3.107, 2.171, 4.655], [3.416, -0.921, -1.750], [-2.066, 1.580, 4.698], [-2.262, -2.460, -3.452], [-3.623, 1.903, -3.531]], "multiplicity": 1, "orbital_gap_ev": 5.9, "charge": 1, "fmax_ev_per_a": 3.1, "e_lumo_ev": -4.07}

7.
{"formula": "C3ClN3O", "method": "ωB97M-V/def2-TZVPD", "elements": ["Cl", "O", "N", "N", "N", "C", "C", "C"], "xyz": [[-0.172, 0.486, -2.747], [0.922, 1.570, 1.186], [-0.574, -1.101, -0.654], [-0.200, -0.775, 1.598], [-0.633, -1.494, 0.533], [0.300, 0.334, 1.219], [-0.110, 0.033, -1.139], [0.466, 0.947, 0.005]], "multiplicity": 1, "smiles": "Clc1nnnc2c1O2", "orbital_gap_ev": 9.1, "fmax_ev_per_a": 6.7, "e_lumo_ev": -0.75}

8.
{"formula": "C4H7NO", "method": "ωB97M-V/def2-TZVPD", "elements": ["O", "N", "C", "C", "C", "C", "H", "H", "H", "H", "H", "H", "H"], "xyz": [[1.011, 0.034, 1.177], [-0.277, -0.394, -0.718], [0.168, 0.784, -1.336], [-0.262, 2.014, -1.041], [0.133, -0.689, 0.449], [-0.328, -1.926, 1.153], [1.218, 0.838, 0.667], [0.049, 2.868, -1.634], [0.872, 0.625, -2.154], [-0.991, 2.183, -0.252], [-1.064, -2.432, 0.528], [-0.772, -1.674, 2.121], [0.518, -2.595, 1.340]], "multiplicity": 1, "smiles": "C=C/N=C(/C)O", "orbital_gap_ev": 10.1, "fmax_ev_per_a": 0.4, "e_lumo_ev": 0.94}